The following is a quantum chemistry calculation of a 5-piece molecular cluster, C37H53F33N2O5PS overall in a non-equilibrium geometry, from OMol25.

Geometry as XYZ:
```
132
C37H53F33N2O5PS (ωB97M-V/def2-TZVPD)
C -1.2690 -4.2384 3.2460
C -0.5273 -3.9633 1.9142
C -1.4831 -3.4734 0.8461
O -1.8870 -2.1494 1.2079
C -2.3717 -1.2602 0.2992
C -2.0659 -1.3808 -1.1818
P -0.2338 -1.3927 -1.6524
C 0.7782 -1.0826 -0.1535
C -0.0511 0.1909 -2.6023
C 0.4518 1.3825 -1.7822
N -2.7712 -2.4669 -1.8485
C -3.8641 -3.1096 -1.1361
C -4.7230 -2.2292 -0.1761
S -5.1734 -3.3180 1.2508
C -5.9609 -1.7284 -0.9879
C -7.0307 -2.8019 -1.1658
C -6.6296 -0.4113 -0.5467
C -7.7568 -0.5458 0.4947
C -8.0418 0.7404 1.2512
N -3.9212 -1.0881 0.3983
C -4.4048 -0.5422 1.7144
C -4.1919 0.9701 1.8073
F -3.7905 -1.1873 2.7508
H -0.8465 -3.6692 4.0697
H -1.2026 -5.2848 3.5321
H -2.3215 -3.9726 3.1768
H -0.0657 -4.8851 1.5744
H 0.2220 -3.2027 2.1143
H -1.0285 -3.5492 -0.1431
H -2.3447 -4.1370 0.8846
H -1.9945 -0.2741 0.5787
H -2.4203 -0.4297 -1.6022
H 1.0126 -2.0456 0.2895
H 0.3642 -0.4084 0.5922
H 1.7249 -0.7011 -0.5298
H 0.6675 -0.0367 -3.3851
H -0.9996 0.4241 -3.0851
H -0.1024 1.5273 -0.8571
H 1.5040 1.2392 -1.5510
H 0.3963 2.3012 -2.3616
H -3.0792 -2.1919 -2.7705
H -4.5475 -3.5030 -1.8817
H -3.4938 -3.9767 -0.6029
H -5.4169 -4.4212 0.5416
H -5.5787 -1.5556 -1.9990
H -6.6544 -3.6626 -1.7127
H -7.8048 -2.3660 -1.7969
H -7.5029 -3.0907 -0.2361
H -5.9282 0.3438 -0.1853
H -7.0612 0.0369 -1.4409
H -8.6580 -0.8619 -0.0269
H -7.5332 -1.3534 1.1936
H -8.3459 1.5311 0.5681
H -8.8848 0.5778 1.9192
H -7.1943 1.0551 1.8522
H -4.0728 -0.3108 -0.2499
H -5.4712 -0.7409 1.7920
H -3.7872 1.2260 2.7805
H -3.5234 1.3557 1.0380
H -5.1453 1.4710 1.6898
C 3.7636 0.0712 2.6912
C 3.8787 1.1785 3.7512
C 3.1372 2.4976 3.5198
F 3.5410 3.1319 2.3959
F 3.3934 3.3161 4.5667
F 5.1761 1.4118 4.0347
F 3.3025 0.6547 4.8770
O 4.7767 -0.0424 1.7031
C 4.7215 0.7329 0.5689
C 5.8753 1.7397 0.4705
F 5.9728 2.4940 1.5767
F 5.6346 2.5517 -0.5919
F 3.5127 1.3225 0.4472
F 4.8649 -0.0941 -0.4910
H 3.8330 -0.8536 3.2605
H 2.7774 0.0713 2.2273
H 2.0612 2.3212 3.4635
H 6.8149 1.2048 0.3168
C 5.0206 2.7352 -4.3919
C 5.4550 4.2070 -4.3452
C 4.8092 5.1131 -3.2918
F 3.4659 5.1610 -3.4285
F 5.2954 6.3628 -3.4492
F 5.3433 4.7572 -5.5729
F 6.7785 4.1867 -4.0214
O 4.0231 2.3375 -5.3252
C 2.6837 2.4563 -5.0732
C 1.9760 3.4379 -6.0166
F 2.5760 4.6380 -6.0087
F 0.6979 3.5867 -5.5879
F 2.4425 2.7236 -3.7757
F 2.1320 1.2358 -5.3130
H 5.9061 2.2028 -4.7328
H 4.7996 2.3580 -3.3925
H 5.0583 4.7605 -2.2866
H 1.9770 3.0408 -7.0340
C 0.5072 2.8466 7.3907
C -0.3380 3.5598 8.4557
C -1.6621 2.9118 8.8723
F -2.4956 2.7558 7.8191
F -2.2657 3.7131 9.7746
F -0.5370 4.8457 8.0965
F 0.4199 3.5595 9.5869
O 0.3961 3.2656 6.0364
C -0.5695 2.8169 5.1914
C -1.5225 3.9283 4.7327
F -2.0688 4.5658 5.7766
F -2.5243 3.3680 4.0020
F -1.2304 1.7462 5.6732
F 0.0712 2.4023 4.0565
H 1.5350 3.0975 7.6443
H 0.4240 1.7629 7.4779
H -1.4776 1.9373 9.3330
H -0.9863 4.6513 4.1142
C 2.8722 -3.5384 -5.8249
C 2.5931 -2.6118 -4.6330
C 3.5831 -1.4785 -4.3553
F 4.8304 -1.9255 -4.1227
F 3.1645 -0.8111 -3.2439
F 2.3900 -3.3422 -3.5164
F 1.4167 -1.9747 -4.9205
O 3.5203 -4.7762 -5.6012
C 4.8881 -4.8931 -5.5342
C 5.3776 -5.3374 -4.1472
F 4.8985 -4.5345 -3.1759
F 6.7269 -5.2768 -4.1274
F 5.5097 -3.7713 -5.9512
F 5.2379 -5.8880 -6.3768
H 1.8830 -3.8319 -6.1716
H 3.3363 -2.9906 -6.6461
H 3.6022 -0.7743 -5.1907
H 5.0533 -6.3618 -3.9533
```

As for the total charge: +1. As for the relative energy (zero: lowest compared OMol25 entry of this formula, charge and spin): 12.6 kcal per mole. For the highest occupied orbital energy, the calculation gives -0.401 hartree. The gap between HOMO and LUMO comes out at 8.5 eV. The calculated total energy comes out at -5962.22413 hartree. The calculation puts the LUMO energy at -2.439 eV.

Results of the Mulliken charge analysis, in e, for atoms 1 through 6: atom 1 (C): -1.168, atom 2 (C): -0.507, atom 3 (C): -0.395, atom 4 (O): -0.179, atom 5 (C): -1.398, atom 6 (C): -0.370

The following is a quantum chemistry calculation of one molecule with the formula H4NOPS2 in a non-equilibrium geometry, from OMol25.

Geometry as XYZ:
```
9
H4NOPS2 (ωB97M-V/def2-TZVPD)
N 0.4644 -0.0387 -1.9090
O 1.1836 -1.0220 0.3928
P 0.2687 0.0308 -0.3533
S -1.8045 -0.4920 0.3672
S 0.6080 1.8664 0.7553
H -0.0965 0.5337 -2.5189
H 1.3834 -1.7586 -0.2437
H -1.8347 -0.5423 1.6727
H -0.1724 1.4228 1.8370
```

As for the relative energy (zero: lowest compared OMol25 entry of this formula, charge and spin): 37.8 kcal per mole. For the highest occupied orbital energy (spin up / spin down), the calculation gives -0.195 / -0.346 hartree. As for the spin multiplicity: 3. The gap between HOMO and LUMO (spin up / spin down) comes out at 5.6 / 5.5 eV. The calculated total energy comes out at -1269.98528 hartree. As for the expectation value of S²: 2.010. The calculation puts the LUMO energy (spin up / spin down) at 0.308 / -3.906 eV.

Results of the Mulliken charge analysis, in e, for atoms 1 through 6: atom 1 (N): -0.695, atom 2 (O): -0.490, atom 3 (P): 0.629, atom 4 (S): -0.122, atom 5 (S): -0.277, atom 6 (H): 0.252

The following is a quantum chemistry calculation of a 2-piece molecular cluster, C6H10BrN3O5 overall in a non-equilibrium geometry, from OMol25.

Geometry as XYZ:
```
25
C6H10BrN3O5 (ωB97M-V/def2-TZVPD)
C 0.9265 -0.3727 -2.4235
C 1.7748 0.5245 1.0947
C -1.4349 -0.3826 1.1071
C 0.0658 0.2707 -3.5739
C 1.6881 -0.1988 -0.2317
C -0.6130 -1.6664 0.7517
N 0.9802 0.2881 -1.2715
N 0.1560 -2.2467 1.7914
N -0.6015 -2.0576 -0.5783
O 1.6256 -1.3322 -2.6639
O 0.4528 -1.4636 2.7252
O 0.5344 -3.3647 1.6974
O -0.9038 -1.1614 -1.4389
O -0.2642 -3.1980 -0.9397
Br -0.4577 2.0786 -3.1960
H 1.2922 1.5388 1.1533
H 1.4254 -0.1153 1.8709
H 2.9341 0.6698 1.2367
H -0.7945 0.2101 1.8158
H -2.4403 -0.6154 1.5787
H -1.7299 0.0705 0.1088
H -0.7671 -0.3813 -3.6571
H 0.7900 -0.0008 -4.3637
H 2.1645 -1.1743 -0.3358
H 0.7399 1.3234 -1.1682
```

As for the relative energy (zero: lowest compared OMol25 entry of this formula, charge and spin): 9.5 kcal per mole. For the highest occupied orbital energy (spin up / spin down), the calculation gives -0.319 / -0.319 hartree. The gap between HOMO and LUMO (spin up / spin down) comes out at 7.0 / 7.0 eV. The calculated total energy comes out at -3348.80554 hartree. The calculation puts the LUMO energy (spin up / spin down) at -1.690 / -1.690 eV.

Results of the Mulliken charge analysis, in e, for atoms 1 through 6: atom 1 (C): 0.750, atom 2 (C): -1.099, atom 3 (C): -0.826, atom 4 (C): -0.708, atom 5 (C): -0.005, atom 6 (C): -0.272

The following is a quantum chemistry calculation of a 2-piece molecular cluster, C4H13N3O overall in a non-equilibrium geometry, from OMol25.

Geometry as XYZ:
```
21
C4H13N3O (ωB97M-V/def2-TZVPD)
C 2.1033 0.3100 0.4694
C 1.6120 -1.0484 -0.0785
C 0.1081 -1.0487 -0.2005
N -2.6143 -0.1034 0.4432
C -1.8083 -0.5623 1.3369
N -0.5538 -1.0961 1.0920
N 2.0454 1.2496 -0.6980
H 1.5056 0.7134 1.2832
H 3.1570 0.2521 0.7263
H 1.9230 -1.8951 0.5559
H 2.0906 -1.2905 -1.0275
H -0.2111 -0.0968 -0.6490
H -0.3032 -1.8876 -0.7802
H -2.3556 -0.5223 -0.4585
H -2.0694 -0.6488 2.3875
H -0.0413 -1.2633 1.9570
H 2.8370 1.8640 -0.6614
H 1.2113 1.8202 -0.6236
H -1.9031 1.6270 -1.2844
H -1.2471 2.3474 -2.3790
O -1.0827 1.5989 -1.7986
```

As for the total charge: +1. As for the relative energy (zero: lowest compared OMol25 entry of this formula, charge and spin): 37.4 kcal per mole. For the highest occupied orbital energy (spin up / spin down), the calculation gives -0.474 / -0.473 hartree. As for the spin multiplicity: 2. The gap between HOMO and LUMO (spin up / spin down) comes out at 9.0 / 4.5 eV. The calculated total energy comes out at -399.37253 hartree. As for the expectation value of S²: 0.789. The calculation puts the LUMO energy (spin up / spin down) at -3.905 / -8.382 eV.

Results of the Mulliken charge analysis, in e, for atoms 1 through 6: atom 1 (C): -0.485, atom 2 (C): -0.860, atom 3 (C): -0.187, atom 4 (N): -0.470, atom 5 (C): 0.143, atom 6 (N): 0.037

The following is a quantum chemistry calculation of a 2-piece molecular cluster, C4H12 overall in a non-equilibrium geometry, from OMol25.

Geometry as XYZ:
```
16
C4H12 (ωB97M-V/def2-TZVPD)
C -0.7443 2.0817 -1.0102
C -1.4985 0.7627 -0.9096
H -0.8818 2.6486 -0.0794
H 0.3330 1.9336 -1.0426
H -1.1013 2.7197 -1.8175
H -1.0372 0.0315 -0.2526
H -2.5203 0.8867 -0.5447
H -1.6096 0.3152 -1.9024
C 1.7365 -1.6354 0.5460
C 0.4683 -1.2340 1.3615
H 1.7218 -1.0205 -0.3552
H 2.6624 -1.3276 1.0460
H 1.8003 -2.7097 0.3825
H 0.4569 -0.1542 1.2894
H 0.5765 -1.5493 2.3979
H -0.3627 -1.7491 0.8909
```

As for the relative energy (zero: lowest compared OMol25 entry of this formula, charge and spin): 6.1 kcal per mole. For the highest occupied orbital energy, the calculation gives -0.429 hartree. The gap between HOMO and LUMO comes out at 12.8 eV. The calculated total energy comes out at -159.57530 hartree. The calculation puts the LUMO energy at 1.144 eV.

Results of the Mulliken charge analysis, in e, for atoms 1 through 6: atom 1 (C): -0.889, atom 2 (C): -0.374, atom 3 (H): 0.257, atom 4 (H): 0.258, atom 5 (H): 0.337, atom 6 (H): -0.145

The following is a quantum chemistry calculation of one molecule with the formula C3H8O in a non-equilibrium geometry, from OMol25.

Geometry as XYZ:
```
12
C3H8O (ωB97M-V/def2-TZVPD)
C -1.0779 -0.5879 0.5232
C -0.0982 0.2831 -0.2146
C 1.3523 -0.0833 -0.0355
O -0.3447 1.6677 -0.0261
H -2.0949 -0.2364 0.3252
H -0.9469 -1.6047 0.1443
H -0.9171 -0.5739 1.6066
H -0.3945 0.1757 -1.3809
H 1.4816 -1.1108 -0.3858
H 1.9936 0.5973 -0.6040
H 1.6513 -0.0228 1.0190
H -0.6048 1.4959 -0.9714
```

As for the relative energy (zero: lowest compared OMol25 entry of this formula, charge and spin): 31.6 kcal per mole. For the highest occupied orbital energy, the calculation gives -0.377 hartree. The gap between HOMO and LUMO comes out at 11.2 eV. The calculated total energy comes out at -194.28555 hartree. The calculation puts the LUMO energy at 0.939 eV.

Results of the Mulliken charge analysis, in e, for atoms 1 through 6: atom 1 (C): -1.271, atom 2 (C): 0.526, atom 3 (C): -1.301, atom 4 (O): -0.532, atom 5 (H): 0.274, atom 6 (H): 0.340

The following is a quantum chemistry calculation of C7H21N7O14 as an isolated structure in a non-equilibrium geometry, from OMol25.

Geometry as XYZ:
```
49
C7H21N7O14 (ωB97M-V/def2-TZVPD)
C 0.6431 1.4864 2.8998
N 1.5338 0.6044 2.1359
O 1.1198 0.0281 1.1137
O 2.7292 0.6305 2.4996
H -0.3670 1.1929 2.6139
H 0.8969 2.5235 2.6806
H 0.8404 1.2903 3.9537
C 1.3328 -2.4200 -0.8798
N 2.6507 -3.1288 -0.6488
O 3.6412 -2.7208 -1.2253
O 2.7429 -4.0718 0.1813
H 1.4683 -1.7042 -1.6906
H 1.0884 -1.7896 -0.0248
H 0.5181 -3.1045 -1.1159
C 0.1948 -1.8882 -3.9548
N -0.1580 -1.4350 -2.5870
O -0.5418 -2.3081 -1.7910
O 0.0307 -0.2554 -2.2747
H -0.1260 -2.9095 -4.1601
H 1.2799 -1.7846 -3.9558
H -0.2702 -1.2258 -4.6850
C -2.5958 -1.8881 2.1610
N -1.2405 -1.8282 2.7590
O -0.7777 -2.8573 3.2330
O -0.7029 -0.7167 2.7866
H -3.0810 -0.9133 2.2108
H -3.2428 -2.5554 2.7304
H -2.6906 -2.1908 1.1181
C -1.9195 3.2181 -1.5585
N -0.9117 2.1544 -1.3672
O 0.2087 2.4928 -1.2381
O -1.1735 0.9694 -1.5715
H -1.8140 4.0592 -0.8732
H -2.7998 2.6900 -1.1922
H -1.9597 3.3494 -2.6398
C -0.2604 -0.0745 -0.6376
N -0.9173 -1.0583 0.2405
O -2.1043 -0.8988 0.4330
O -0.2741 -1.9336 0.7594
H 0.6872 -0.5445 -0.9006
H -0.0671 0.7835 0.0062
H -0.7490 0.1632 -1.5826
C 0.4743 2.6825 0.6126
N 1.7412 3.2335 1.1417
O 2.6722 2.4524 1.2789
O 1.7814 4.4175 1.4727
H 0.5780 1.6837 0.1887
H 0.0871 3.3832 -0.1272
H -0.1965 2.7170 1.4710
```

As for the relative energy (zero: lowest compared OMol25 entry of this formula, charge and spin): 668.3 kcal per mole. For the highest occupied orbital energy, the calculation gives -0.252 hartree. The gap between HOMO and LUMO comes out at 4.9 eV. The calculated total energy comes out at -1714.24319 hartree. The calculation puts the LUMO energy at -1.922 eV.

Results of the Mulliken charge analysis, in e, for atoms 1 through 6: atom 1 (C): -1.031, atom 2 (N): 0.697, atom 3 (O): -0.360, atom 4 (O): -0.578, atom 5 (H): 0.400, atom 6 (H): 0.444

The following is a quantum chemistry calculation of C3H4BrNS as an isolated structure in a non-equilibrium geometry, from OMol25.

Geometry as XYZ:
```
10
C3H4BrNS (ωB97M-V/def2-TZVPD)
C -0.7522 -0.6945 -0.2205
C 0.6068 1.0583 -0.3102
C 0.2572 -1.1082 0.7425
N -0.6174 0.4767 -0.6124
S 1.6601 -0.0857 0.7035
Br 3.8809 0.8529 -1.0433
H -1.7694 -1.2201 -0.4185
H 1.0754 1.5220 -1.0875
H 0.4725 1.9077 0.4260
H 0.4512 -2.0610 1.0521
```

As for the relative energy (zero: lowest compared OMol25 entry of this formula, charge and spin): 50.4 kcal per mole. For the highest occupied orbital energy (spin up / spin down), the calculation gives -0.334 / -0.302 hartree. The gap between HOMO and LUMO (spin up / spin down) comes out at 7.0 / 5.4 eV. The calculated total energy comes out at -3143.57174 hartree. The calculation puts the LUMO energy (spin up / spin down) at -2.089 / -2.804 eV.

Results of the Mulliken charge analysis, in e, for atoms 1 through 6: atom 1 (C): -0.092, atom 2 (C): -0.450, atom 3 (C): -0.351, atom 4 (N): -0.355, atom 5 (S): 0.150, atom 6 (Br): -0.500

Number 1: molecular weight 1295.815 g mol⁻¹. Number 2: molecular weight 129.146 g mol⁻¹. Number 3: molecular weight 284.066 g mol⁻¹. Number 4: molecular weight 119.168 g mol⁻¹. Number 5: molecular weight 60.140 g mol⁻¹. Number 6: molecular weight 60.096 g mol⁻¹. Number 7: molecular weight 427.280 g mol⁻¹. Number 8: molecular weight 166.043 g mol⁻¹.